Formula: C21H51N3O9
Source: OMol25
Level of theory: ωB97M-V/def2-TZVPD

Results
SMILES ... c1cc[nH]c1.c1cc[nH]c1.c1cc[nH]c1.CO.CO.CO.CO.CO.CO.CO.CO.CO
HOMO-LUMO gap ... 8.075 eV
E_tot ... -45493.51270 eV
Maximum force ... 0.08844 hartree/bohr
ΔE to the lowest compared entry with this formula, charge and spin ... 4.666 eV
Total charge ... 0

Cartesian coordinates (Å):
C 3.387 -4.096 -1.050
O 4.472 -4.709 -1.612
H 3.357 -4.005 0.035
H 3.333 -3.049 -1.350
H 2.492 -4.615 -1.394
H 4.204 -5.042 -2.472
C 0.393 0.890 4.340
O 1.040 1.184 5.576
H 0.820 0.083 3.745
H -0.663 0.652 4.467
H 0.520 1.806 3.764
H 1.612 1.909 5.314
C -3.047 2.230 3.252
O -3.251 3.612 3.242
H -1.997 1.968 3.124
H -3.668 1.691 3.968
H -3.438 1.995 2.262
H -2.647 3.941 2.573
C 4.939 0.184 1.119
O 4.904 1.590 1.260
H 3.952 -0.260 1.247
H 5.313 0.041 0.105
H 5.661 -0.236 1.819
H 5.704 1.915 1.680
C 2.362 3.391 0.447
O 2.213 4.543 -0.339
H 1.481 3.087 1.013
H 2.599 2.583 -0.245
H 3.183 3.571 1.141
H 1.276 4.608 -0.537
C -1.176 5.301 -1.947
O -0.794 4.715 -0.642
H -1.383 4.570 -2.728
H -2.071 5.923 -1.967
H -0.317 5.906 -2.234
H -1.394 5.053 0.027
C -0.661 0.754 -4.177
O -1.927 0.219 -4.056
H 0.063 0.112 -3.674
H -0.299 0.968 -5.183
H -0.567 1.686 -3.620
H -2.320 1.088 -3.947
C 3.003 1.820 -3.832
O 3.157 0.361 -3.598
H 2.062 2.319 -3.597
H 3.859 2.314 -3.373
H 2.976 1.995 -4.908
H 2.862 0.112 -2.719
C -0.452 -2.514 -2.727
O -1.086 -2.355 -4.035
H -0.757 -1.683 -2.091
H -0.688 -3.488 -2.299
H 0.580 -2.663 -3.046
H -1.284 -1.416 -4.068
N -0.300 -5.227 3.228
C -0.550 -4.019 3.835
C -1.572 -3.262 3.255
C -1.865 -4.039 2.136
C -1.245 -5.329 2.251
H 0.427 -5.907 3.399
H 0.099 -3.813 4.674
H -1.920 -2.240 3.270
H -2.512 -3.757 1.319
H -1.358 -6.269 1.729
N -4.135 -1.992 -0.687
C -4.375 -1.849 0.673
C -4.355 -0.509 1.024
C -4.163 0.210 -0.101
C -3.991 -0.725 -1.163
H -4.164 -2.860 -1.201
H -4.375 -2.798 1.190
H -4.551 -0.204 2.041
H -4.122 1.266 -0.320
H -3.877 -0.566 -2.225
N -0.862 0.238 0.621
C -0.519 1.036 -0.422
C 0.703 0.588 -0.968
C 1.113 -0.486 -0.242
C 0.188 -0.706 0.778
H -1.735 0.227 1.129
H -1.146 1.904 -0.563
H 1.259 0.967 -1.812
H 2.007 -1.039 -0.487
H 0.009 -1.400 1.586

These are the Löwdin partial charges, in e, on atoms 1 to 2: -0.21 -0.10